# 1
DFT (the ωB97M-V functional and the def2-TZVPD basis) results for a molecular structure, C43H69GeN4P3Rh in a non-equilibrium geometry.

Results
- energy (a.u.) = -5109.9272
- expectation value of S² = 0.76
- spin multiplicity = 2
- net charge = +2
- frontier orbital gap (spin up / spin down) (eV) = 3.98 / 4.07
- lowest unoccupied orbital energy (spin up / spin down) (eV) = -7.93 / -7.86

The geometry in XYZ format:
```
121
Properties=species:S:1:pos:R:3:lowdin_charge:R:1
Rh -0.115 0.036 -1.104 0.26
C 3.701 2.777 -0.801 -0.11
C 4.002 1.351 -1.267 -0.52
C 5.383 0.945 -0.743 -0.09
P 2.568 0.211 -0.806 1.07
C 3.107 -0.090 0.979 -0.35
N 2.070 -0.423 1.879 -0.14
Ge 0.072 -0.090 1.329 1.03
N -1.684 -1.139 1.901 -0.18
C -2.501 -1.759 0.909 -0.38
P -1.733 -1.826 -0.795 1.04
C -3.265 -1.986 -1.859 -0.53
C -3.983 -0.638 -1.931 -0.11
C -4.226 -3.099 -1.451 -0.08
C -1.038 -3.560 -0.740 -0.52
C -0.506 -3.952 -2.113 -0.10
C 0.055 -3.653 0.320 -0.10
C -2.065 -1.070 3.187 -0.26
C -3.293 -1.528 3.705 -0.01
C -3.602 -1.346 5.033 -0.07
C -2.726 -0.670 5.878 -0.06
C -1.513 -0.207 5.393 -0.01
C -1.156 -0.445 4.080 -0.17
N 0.149 -0.167 3.554 -0.07
C 1.094 -1.210 3.826 -0.18
C 1.029 -2.069 4.902 0.00
C 2.053 -2.983 5.112 -0.05
C 3.136 -3.040 4.240 -0.07
C 3.211 -2.197 3.155 0.00
C 2.184 -1.265 2.915 -0.26
C 0.639 1.134 3.927 -0.17
C 1.254 1.368 5.142 -0.01
C 1.607 2.660 5.508 -0.06
C 1.367 3.714 4.634 -0.07
C 0.815 3.487 3.392 -0.02
C 0.447 2.187 2.999 -0.24
N -0.003 1.845 1.768 -0.18
C -0.229 2.827 0.740 -0.34
P -1.239 2.144 -0.680 1.06
C -1.014 3.376 -2.072 -0.50
C -2.012 3.029 -3.176 -0.10
C 0.411 3.300 -2.604 -0.12
C -2.975 2.538 -0.066 -0.50
C -3.302 4.031 -0.079 -0.08
C -3.201 1.958 1.327 -0.09
C 2.893 -1.407 -1.711 -0.54
C 2.921 -1.108 -3.208 -0.13
C 4.114 -2.241 -1.340 -0.08
H 4.566 3.414 -0.985 0.10
H 3.488 2.808 0.269 0.07
H 2.857 3.195 -1.343 0.04
H 4.025 1.353 -2.361 0.10
H 5.496 1.195 0.310 0.09
H 6.137 1.509 -1.291 0.10
H 5.603 -0.109 -0.872 0.06
H 3.491 0.891 1.295 0.09
H 3.942 -0.797 0.997 0.08
H -3.450 -1.215 0.798 0.08
H -2.733 -2.796 1.189 0.11
H -2.871 -2.211 -2.858 0.10
H -4.501 -0.417 -0.999 0.08
H -4.727 -0.661 -2.725 0.10
H -3.271 0.164 -2.143 0.03
H -4.645 -2.934 -0.462 0.08
H -3.757 -4.079 -1.476 0.08
H -5.053 -3.115 -2.157 0.10
H -1.863 -4.227 -0.461 0.11
H 0.289 -3.272 -2.420 0.05
H -1.292 -3.932 -2.865 0.08
H -0.098 -4.959 -2.081 0.10
H 0.854 -2.939 0.112 0.05
H 0.484 -4.653 0.321 0.10
H -0.331 -3.449 1.319 0.07
H -3.999 -2.010 3.047 0.10
H -4.532 -1.730 5.422 0.11
H -2.979 -0.523 6.916 0.11
H -0.841 0.317 6.056 0.12
H 0.197 -2.038 5.589 0.12
H 2.012 -3.646 5.960 0.11
H 3.922 -3.758 4.412 0.11
H 4.038 -2.282 2.467 0.10
H 1.465 0.545 5.808 0.12
H 2.050 2.842 6.473 0.11
H 1.634 4.719 4.925 0.11
H 0.686 4.312 2.708 0.10
H 0.724 3.163 0.311 0.08
H -0.758 3.702 1.133 0.09
H -1.203 4.384 -1.691 0.12
H -1.925 1.977 -3.447 0.05
H -1.804 3.620 -4.064 0.10
H -3.040 3.225 -2.880 0.07
H 0.697 2.258 -2.785 0.05
H 1.105 3.748 -1.899 0.05
H 0.495 3.846 -3.541 0.10
H -3.649 2.032 -0.764 0.09
H -2.565 4.622 0.461 0.08
H -4.259 4.180 0.416 0.10
H -3.394 4.427 -1.085 0.07
H -2.677 2.533 2.088 0.09
H -2.858 0.927 1.377 0.04
H -4.263 1.985 1.565 0.10
H 1.983 -1.993 -1.492 0.06
H 3.835 -0.582 -3.474 0.08
H 2.055 -0.510 -3.517 0.02
H 2.900 -2.038 -3.771 0.10
H 5.018 -1.806 -1.759 0.08
H 4.007 -3.233 -1.776 0.09
H 4.248 -2.369 -0.269 0.07
C 0.934 -0.057 -6.145 -0.06
C -0.309 0.147 -5.269 -0.49
C -1.533 -0.436 -6.006 -0.05
C -0.162 -0.526 -3.966 0.00
H 0.753 0.325 -7.144 0.09
H 1.180 -1.111 -6.224 0.09
H 1.790 0.472 -5.735 0.07
H -0.463 1.221 -5.135 0.12
H -1.399 -1.498 -6.187 0.09
H -1.640 0.064 -6.962 0.09
H -2.441 -0.297 -5.428 0.07
H -0.574 -0.070 -3.039 -0.02
H -0.001 -1.589 -3.976 0.06
```

# 2
DFT (the ωB97M-V functional and the def2-TZVPD basis) results for 8 unconnected molecules or ions with the total composition C43H69IN3O14S in a non-equilibrium geometry.

Results
- energy (a.u.) = -3593.2129
- net charge = +1
- frontier orbital gap (eV) = 8.47
- energy above the lowest of the compared OMol25 structures with the same formula, charge and spin (kcal/mol) = 17.04
- lowest unoccupied orbital energy (eV) = -2.04

The geometry in XYZ format:
```
131
Properties=species:S:1:pos:R:3:lowdin_charge:R:1
C -3.183 -2.844 -2.492 -0.15
C -2.948 -2.855 -0.975 -0.49
S -2.113 -1.328 -0.424 0.95
C -0.380 -1.841 -0.784 -0.38
N 0.623 -0.781 -0.512 -0.16
C 1.914 -1.184 -1.284 -0.09
C 2.148 -2.700 -1.333 -0.31
C 3.590 -3.018 -1.822 -0.59
I 3.544 -3.430 -3.941 0.78
C 1.079 -0.720 0.922 -0.11
C 0.022 -0.670 2.028 -0.18
C -0.901 0.546 2.098 -0.22
C -0.275 1.736 2.843 -0.28
N -0.633 3.006 2.201 0.01
C 0.252 0.540 -1.112 -0.20
C -0.350 0.574 -2.364 -0.02
C -0.631 1.809 -2.860 -0.04
C -0.324 2.973 -2.186 -0.12
N 0.243 2.937 -0.992 0.12
C 0.518 1.733 -0.514 -0.10
H -2.218 -2.672 -2.975 0.06
H -3.595 -3.808 -2.787 0.08
H -3.820 -2.007 -2.778 0.07
H -2.279 -3.686 -0.759 0.04
H -3.862 -2.944 -0.396 0.08
H -0.210 -2.702 -0.146 0.11
H -0.392 -2.113 -1.832 0.08
H 1.936 -0.767 -2.290 0.14
H 2.760 -0.742 -0.761 0.14
H 2.078 -3.138 -0.335 0.11
H 1.495 -3.216 -2.030 0.06
H 4.275 -2.191 -1.657 0.05
H 3.905 -3.939 -1.348 0.04
H 1.623 -1.653 1.084 0.13
H 1.833 0.047 1.074 0.14
H 0.566 -0.713 2.975 0.13
H -0.588 -1.576 1.973 0.08
H -1.768 0.248 2.694 0.09
H -1.326 0.853 1.143 0.07
H 0.803 1.639 2.981 0.09
H -0.711 1.753 3.852 0.11
H -1.647 3.006 2.152 0.07
H -0.347 3.774 2.802 0.04
H -0.573 -0.333 -2.905 0.12
H -1.123 1.881 -3.823 0.12
H -0.555 3.935 -2.628 0.12
H 0.989 1.732 0.463 0.11
O 5.090 0.630 -3.422 0.10
C 4.577 1.693 -3.223 -0.48
O 3.840 1.950 -2.108 0.00
C 3.252 3.263 -2.213 -0.15
C 4.121 4.013 -3.211 -0.15
C 4.581 2.900 -4.136 -0.09
H 2.226 3.145 -2.557 0.10
H 3.242 3.738 -1.234 0.13
H 3.598 4.815 -3.719 0.11
H 4.982 4.445 -2.698 0.13
H 3.872 2.728 -4.947 0.12
H 5.574 3.082 -4.534 0.13
O 0.561 4.100 4.501 0.10
C 1.591 3.721 4.993 -0.45
O 2.408 2.821 4.391 0.01
C 3.496 2.488 5.277 -0.15
C 3.595 3.656 6.245 -0.14
C 2.143 4.108 6.340 -0.07
H 3.254 1.551 5.782 0.13
H 4.404 2.349 4.693 0.12
H 4.038 3.384 7.201 0.12
H 4.202 4.452 5.807 0.12
H 1.592 3.557 7.115 0.10
H 2.055 5.178 6.502 0.14
O -2.957 -5.857 0.077 0.12
C -2.072 -6.587 -0.267 -0.48
O -1.085 -6.192 -1.112 0.01
C -0.233 -7.312 -1.428 -0.15
C -0.433 -8.297 -0.287 -0.15
C -1.887 -8.042 0.104 -0.07
H -0.543 -7.721 -2.391 0.13
H 0.796 -6.969 -1.508 0.12
H -0.223 -9.327 -0.568 0.12
H 0.221 -8.037 0.547 0.12
H -2.581 -8.644 -0.485 0.14
H -2.063 -8.195 1.165 0.13
O 1.161 3.683 8.949 0.08
C 0.007 3.376 9.089 -0.48
O -0.379 2.161 9.519 0.04
C -1.819 2.057 9.469 -0.14
C -2.321 3.491 9.499 -0.15
C -1.202 4.230 8.772 -0.06
H -2.097 1.540 8.551 0.10
H -2.168 1.478 10.322 0.13
H -3.302 3.610 9.044 0.12
H -2.384 3.842 10.530 0.12
H -1.352 4.238 7.690 0.13
H -1.066 5.243 9.141 0.13
O -3.094 1.055 6.541 0.12
C -3.096 0.006 5.965 -0.47
O -1.977 -0.547 5.431 0.02
C -2.319 -1.749 4.715 -0.16
C -3.646 -2.202 5.303 -0.15
C -4.296 -0.874 5.679 -0.07
H -2.397 -1.508 3.652 0.10
H -1.528 -2.483 4.852 0.13
H -4.235 -2.807 4.617 0.12
H -3.469 -2.792 6.204 0.12
H -4.857 -0.441 4.849 0.13
H -4.930 -0.959 6.557 0.13
O 4.643 5.120 -5.857 0.11
C 4.337 4.793 -6.967 -0.47
O 3.284 3.979 -7.227 0.02
C 3.233 3.677 -8.635 -0.15
C 3.999 4.804 -9.311 -0.15
C 5.044 5.156 -8.256 -0.07
H 3.698 2.702 -8.797 0.13
H 2.195 3.628 -8.954 0.12
H 4.419 4.519 -10.274 0.12
H 3.338 5.657 -9.472 0.12
H 5.942 4.544 -8.347 0.14
H 5.304 6.210 -8.268 0.13
O -6.911 -4.191 -8.331 0.14
C -6.149 -3.715 -7.546 -0.48
O -6.422 -2.589 -6.833 0.03
C -5.277 -2.207 -6.060 -0.16
C -4.453 -3.478 -5.908 -0.17
C -4.753 -4.210 -7.213 -0.07
H -4.738 -1.425 -6.601 0.13
H -5.607 -1.807 -5.103 0.12
H -3.394 -3.287 -5.742 0.11
H -4.826 -4.062 -5.065 0.11
H -4.076 -3.914 -8.015 0.13
H -4.745 -5.289 -7.092 0.13
```